Density functional theory data (wB97M-V/def2-TZVPD) for a 2-piece molecular cluster, C3H12N2O overall.

lowest unoccupied orbital energy	0.780	eV
relative energy (zero: lowest compared OMol25 entry of this formula, charge and spin)	34.3	kcal per mole
structure (SMILES)	NCCCN.O
HOMO-LUMO gap	9.954	eV

Bonds (Å) are listed after each position.
Cartesian coordinates (Å):
1 C -1.35 -0.72 0.87  C2 1.591, N5 1.546, H6 1.142, H7 1.088
2 C -0.05 -0.58 -0.04  C1 1.591, C3 1.535, H8 1.100, H9 1.121
3 C -0.46 0.21 -1.28  C2 1.535, N4 1.505, H10 1.107, H11 1.065
4 N 0.84 0.86 -1.69  C3 1.505, H12 1.013, H13 1.065
5 N -0.90 -1.61 2.05  C1 1.546, H14 0.971, H15 1.135
6 H -2.28 -1.32 0.57  C1 1.142
7 H -1.72 0.21 1.29  C1 1.088
8 H 0.27 -1.61 -0.25  C2 1.100
9 H 0.60 -0.08 0.73  C2 1.121
10 H -1.04 -0.47 -1.93  C3 1.107
11 H -1.14 1.00 -1.05  C3 1.065
12 H 0.72 1.25 -2.62  N4 1.013
13 H 1.48 0.06 -1.99  N4 1.065
14 H -0.22 -2.17 1.65  N5 0.971
15 H -0.42 -1.00 2.88  N5 1.135
16 H 1.95 1.54 -0.41  O18 1.040
17 H 1.47 2.38 0.76  O18 0.919
18 O 2.26 2.02 0.46  H16 1.040, H17 0.919

Density functional theory data (wB97M-V/def2-TZVPD) for a 2-piece molecular cluster, C3H12N2O overall.

lowest unoccupied orbital energy	1.001	eV
relative energy (zero: lowest compared OMol25 entry of this formula, charge and spin)	20.3	kcal per mole
structure (SMILES)	NCCCN.O
HOMO-LUMO gap	10.453	eV

Bonds (Å) are listed after each position.
Cartesian coordinates (Å):
1 C 0.55 -1.75 0.46  C2 1.528, N5 1.452, H6 1.105, H7 1.084
2 C 0.25 -0.76 -0.67  C1 1.528, C3 1.519, H8 1.107, H9 1.103
3 C -0.98 0.02 -0.23  C2 1.519, N4 1.493, H10 1.134, H11 1.096
4 N -1.52 1.03 -1.18  C3 1.493, H12 1.009, H13 1.026
5 N 1.99 -1.90 0.50  C1 1.452, H14 1.045, H15 1.086
6 H 0.24 -1.30 1.42  C1 1.105
7 H 0.01 -2.68 0.30  C1 1.084
8 H 1.07 -0.01 -0.66  C2 1.107
9 H 0.11 -1.13 -1.69  C2 1.103
10 H -0.66 0.70 0.63  C3 1.134
11 H -1.74 -0.62 0.22  C3 1.096
12 H -1.27 0.59 -2.05  N4 1.009
13 H -2.54 0.98 -1.17  N4 1.026
14 H 2.37 -2.65 -0.13  N5 1.045
15 H 2.26 -2.22 1.51  N5 1.086
16 H -0.36 3.41 0.18  O18 0.970
17 H 0.47 2.40 0.80  O18 0.961
18 O -0.28 2.96 1.03  H16 0.970, H17 0.961

Density functional theory data (wB97M-V/def2-TZVPD) for a 2-piece molecular cluster, C3H12N2O2 overall.

lowest unoccupied orbital energy	0.937	eV
relative energy (zero: lowest compared OMol25 entry of this formula, charge and spin)	59.5	kcal per mole
structure (SMILES)	CCNN.OCO
HOMO-LUMO gap	9.636	eV

Bonds (Å) are listed after each position.
Cartesian coordinates (Å):
1 C 1.12 1.85 0.17  O2 1.425, O3 1.406, H6 1.101, H12 1.237
2 O 2.40 1.23 0.22  C1 1.425, H4 0.968
3 O 0.87 2.59 1.34  C1 1.406, H5 0.964
4 H 3.07 1.90 0.42  O2 0.968
5 H 0.75 1.98 2.07  O3 0.964
6 H 1.11 2.60 -0.64  C1 1.101
7 H 0.04 -0.45 -1.38  N10 1.030
8 C -1.24 -1.48 -0.13  C9 1.523, N10 1.460, H15 1.101, H16 1.092
9 C -2.40 -0.49 -0.18  C8 1.523, H17 1.086, H18 1.089, H19 1.091
10 N 0.02 -0.80 -0.41  H7 1.030, C8 1.460, N11 1.429
11 N 1.15 -1.61 -0.09  N10 1.429, H13 1.021, H14 1.021
12 H 0.42 0.84 0.01  C1 1.237
13 H 1.93 -0.97 0.02  N11 1.021
14 H 1.36 -2.26 -0.85  N11 1.021
15 H -1.42 -2.31 -0.84  C8 1.101
16 H -1.14 -1.91 0.87  C8 1.092
17 H -3.33 -0.99 0.07  C9 1.086
18 H -2.23 0.32 0.53  C9 1.089
19 H -2.50 -0.06 -1.18  C9 1.091

Density functional theory data (wB97M-V/def2-TZVPD) for a 3-piece molecular cluster, C3H12N2O2 overall.

lowest unoccupied orbital energy	0.527	eV
relative energy (zero: lowest compared OMol25 entry of this formula, charge and spin)	59.8	kcal per mole
structure (SMILES)	C/C(N)=C/N.O.O
HOMO-LUMO gap	8.504	eV

Bonds (Å) are listed after each position.
Cartesian coordinates (Å):
1 C -2.12 0.14 -1.70  C2 1.516, H6 1.071, H7 1.163, H8 1.140
2 C -1.10 0.27 -0.59  C1 1.516, C3 1.343, N5 1.455
3 C -1.16 1.21 0.37  C2 1.343, N4 1.460, H9 1.231
4 N -0.06 1.44 1.31  C3 1.460, H10 1.030, H11 1.031
5 N -0.14 -0.82 -0.53  C2 1.455, H12 1.140, H13 1.078
6 H -2.17 -0.87 -2.05  C1 1.071
7 H -1.72 0.78 -2.59  C1 1.163
8 H -3.18 0.51 -1.49  C1 1.140
9 H -2.08 2.01 0.51  C3 1.231
10 H 0.64 0.73 1.05  N4 1.030
11 H -0.31 1.15 2.27  N4 1.031
12 H 0.13 -0.92 0.58  N5 1.140
13 H -0.37 -1.75 -1.01  N5 1.078
14 H 1.20 -0.38 2.53  O16 0.955
15 H 2.38 -0.65 3.32  O16 0.954
16 O 1.88 -1.05 2.61  H14 0.955, H15 0.954
17 H 1.99 -0.19 -1.36  O19 1.007
18 H 3.53 -0.83 -1.41  O19 0.954
19 O 2.67 -0.78 -1.82  H17 1.007, H18 0.954

Density functional theory data (wB97M-V/def2-TZVPD) for a 3-piece molecular cluster, C3H12N2O2 overall.

lowest unoccupied orbital energy	0.791	eV
relative energy (zero: lowest compared OMol25 entry of this formula, charge and spin)	37.3	kcal per mole
structure (SMILES)	[H]/N=C/NCC.O.O
HOMO-LUMO gap	9.645	eV

Bonds (Å) are listed after each position.
Cartesian coordinates (Å):
1 C -1.48 0.61 1.04  C2 1.521, H6 1.111, H7 1.196, H8 1.118
2 C -0.25 1.20 0.38  C1 1.521, N3 1.452, H9 1.106, H10 1.100
3 N 0.17 0.46 -0.80  C2 1.452, C4 1.359, H11 1.002
4 C 1.18 0.88 -1.60  N3 1.359, N5 1.278, H12 1.112
5 N 1.77 0.13 -2.45  C4 1.278, H13 0.971
6 H -1.22 -0.43 1.35  C1 1.111
7 H -1.79 1.29 1.97  C1 1.196
8 H -2.26 0.46 0.25  C1 1.118
9 H 0.58 1.05 1.10  C2 1.106
10 H -0.42 2.28 0.27  C2 1.100
11 H -0.07 -0.44 -1.18  N3 1.002
12 H 1.66 1.87 -1.42  C4 1.112
13 H 2.23 0.64 -3.13  N5 0.971
14 H 0.64 -1.58 -3.10  O16 0.960
15 H 0.06 -2.95 -3.25  O16 0.935
16 O -0.11 -2.12 -2.85  H14 0.960, H15 0.935
17 H -0.40 -1.12 3.71  O19 0.930
18 H -0.40 -1.29 5.24  O19 0.982
19 O 0.11 -0.96 4.47  H17 0.930, H18 0.982

Density functional theory data (wB97M-V/def2-TZVPD) for a 2-piece molecular cluster, C3H12N2O2 overall.

lowest unoccupied orbital energy (spin up / spin down)	-3.419 / -8.937	eV
relative energy (zero: lowest compared OMol25 entry of this formula, charge and spin)	56.4	kcal per mole
net charge	+1
HOMO-LUMO gap (spin up / spin down)	10.715 / 4.985	eV
multiplicity	2

Bonds (Å) are listed after each position.
Cartesian coordinates (Å):
1 N -0.74 0.33 1.59  C2 1.435, H7 0.999, H8 1.000
2 C 0.09 -0.03 0.48  N1 1.435, C3 1.566, C5 1.557, H9 1.093
3 C 1.42 0.80 0.35  C2 1.566, O4 1.424, H10 1.091, H11 1.084
4 O 1.25 2.15 0.77  C3 1.424, H12 0.969
5 C 0.60 -1.50 0.48  C2 1.557, N6 1.426, H13 1.086, H14 1.096
6 N 1.64 -1.72 -0.48  C5 1.426, H15 1.017, H16 1.010
7 H -1.32 1.08 1.26  N1 0.999
8 H -1.17 -0.35 2.18  N1 1.000
9 H -0.47 0.11 -0.45  C2 1.093
10 H 2.15 0.35 1.02  C3 1.091
11 H 1.65 0.86 -0.71  C3 1.084
12 H 0.68 2.04 1.54  O4 0.969
13 H 0.93 -1.77 1.48  C5 1.086
14 H -0.19 -2.23 0.26  C5 1.096
15 H 1.42 -1.60 -1.46  N6 1.017
16 H 2.31 -2.47 -0.38  N6 1.010
17 H -2.74 1.41 -2.23  O19 0.947
18 H -4.07 0.93 -2.83  O19 0.953
19 O -3.43 1.63 -2.85  H17 0.947, H18 0.953

Among the records above, which one has the lowest relative energy (zero: lowest compared OMol25 entry of this formula, charge and spin)? number 2

What is the formula in the second record? C3H12N2O

Repeat the third record exactly.
Density functional theory data (wB97M-V/def2-TZVPD) for a 2-piece molecular cluster, C3H12N2O2 overall.

lowest unoccupied orbital energy	0.937	eV
relative energy (zero: lowest compared OMol25 entry of this formula, charge and spin)	59.5	kcal per mole
structure (SMILES)	CCNN.OCO
HOMO-LUMO gap	9.636	eV

Bonds (Å) are listed after each position.
Cartesian coordinates (Å):
1 C 1.12 1.85 0.17  O2 1.425, O3 1.406, H6 1.101, H12 1.237
2 O 2.40 1.23 0.22  C1 1.425, H4 0.968
3 O 0.87 2.59 1.34  C1 1.406, H5 0.964
4 H 3.07 1.90 0.42  O2 0.968
5 H 0.75 1.98 2.07  O3 0.964
6 H 1.11 2.60 -0.64  C1 1.101
7 H 0.04 -0.45 -1.38  N10 1.030
8 C -1.24 -1.48 -0.13  C9 1.523, N10 1.460, H15 1.101, H16 1.092
9 C -2.40 -0.49 -0.18  C8 1.523, H17 1.086, H18 1.089, H19 1.091
10 N 0.02 -0.80 -0.41  H7 1.030, C8 1.460, N11 1.429
11 N 1.15 -1.61 -0.09  N10 1.429, H13 1.021, H14 1.021
12 H 0.42 0.84 0.01  C1 1.237
13 H 1.93 -0.97 0.02  N11 1.021
14 H 1.36 -2.26 -0.85  N11 1.021
15 H -1.42 -2.31 -0.84  C8 1.101
16 H -1.14 -1.91 0.87  C8 1.092
17 H -3.33 -0.99 0.07  C9 1.086
18 H -2.23 0.32 0.53  C9 1.089
19 H -2.50 -0.06 -1.18  C9 1.091

Look up the relative energy (zero: lowest compared OMol25 entry of this formula, charge and spin) of the second one. 20.3 kcal per mole